Record 1
The following is a DFT calculation (ωB97M-V with the def2-TZVPD basis set) of a molecular structure, C37H31Cl3N5O3ReSeSi.

The total charge is -1. The value obtained for the HOMO energy (spin up / spin down) is -4.47 / -4.94 eV. The HOMO-LUMO gap (spin up / spin down) comes out at 6.57 / 7.04 eV. The LUMO energy (spin up / spin down) is 2.10 / 2.09 eV. For the energy relative to the best compared isomer or geometry (same formula, charge and spin), the calculation gives 161.6 kJ/mol. As for the multiplicity: 4. Its expectation value of S² is 3.780.

Atoms and positions in Å:
Re -0.921 0.026 -0.568
Cl 4.360 3.242 -3.715
C 2.745 2.797 -3.112
C 1.722 3.786 -3.093
C 0.504 3.492 -2.562
C 0.308 2.276 -1.982
O -0.899 1.934 -1.485
C 1.328 1.283 -1.994
C 2.092 -0.844 -1.353
N 1.939 -2.297 -1.151
C 2.434 -3.181 -0.204
C 2.794 -4.455 -0.558
C 3.379 -5.363 0.396
C 3.423 -5.069 1.679
C 2.981 -3.768 2.096
C 2.905 -3.440 3.456
C 2.535 -2.159 3.797
C 2.255 -1.240 2.758
N 2.248 -1.549 1.501
C 2.590 -2.802 1.148
C 2.569 1.575 -2.552
H 1.929 4.734 -3.538
H -0.197 4.307 -2.499
H 2.906 -0.345 -0.796
H 2.651 -4.789 -1.533
H 3.571 -6.399 -0.011
H 3.715 -5.776 2.409
H 3.084 -4.207 4.207
H 2.471 -1.854 4.850
H 1.937 -0.212 2.945
H 3.260 0.820 -2.793
Cl -1.886 -1.411 -3.281
C -1.886 -2.957 -2.375
Cl -3.565 -3.334 -1.926
C -1.066 -3.008 -1.042
O -0.748 -4.129 -0.742
O -0.773 -2.000 -0.300
H -1.497 -3.728 -3.053
N 0.957 0.033 -1.427
C 2.526 -1.900 -2.264
N 3.353 -2.404 -3.098
C 3.985 -1.505 -3.907
N 4.555 -0.785 -4.642
C 1.795 4.944 0.311
C 0.431 4.888 0.636
C -0.139 3.683 1.094
C 0.651 2.533 1.264
C 2.027 2.593 0.960
C 2.561 3.795 0.472
C 0.081 1.359 1.914
C -0.593 0.269 1.490
C -1.186 -0.564 2.597
C -2.015 0.086 3.532
C -2.714 -0.624 4.480
C -2.637 -2.014 4.492
C -1.758 -2.664 3.623
C -1.103 -1.968 2.617
H 2.173 5.870 -0.090
H -0.262 5.703 0.417
H -1.178 3.668 1.451
H 2.677 1.755 1.150
H 3.635 3.871 0.319
H 0.309 1.467 3.019
H -2.100 1.133 3.468
H -3.426 -0.118 5.094
H -3.265 -2.606 5.115
H -1.568 -3.801 3.561
H -0.459 -2.425 1.894
C -3.859 1.495 -3.123
Si -4.343 1.451 -1.314
C -6.154 1.170 -1.291
C -3.995 3.161 -0.708
Se -3.322 -0.138 -0.042
H -4.406 2.374 -3.472
H -4.108 0.645 -3.649
H -2.796 1.728 -3.266
H -6.656 2.046 -1.715
H -6.498 0.974 -0.256
H -6.418 0.312 -1.866
H -4.446 3.382 0.228
H -4.567 3.783 -1.367
H -2.946 3.389 -0.723

Record 2
The following is a DFT calculation (ωB97M-V with the def2-TZVPD basis set) of a molecular structure, C24H22BrN3ORhSSi.

The total charge is +1. The value obtained for the HOMO energy (spin up / spin down) is -8.38 / -11.02 eV. The HOMO-LUMO gap (spin up / spin down) comes out at 4.81 / 5.15 eV. The LUMO energy (spin up / spin down) is -3.56 / -5.87 eV. For the energy relative to the best compared isomer or geometry (same formula, charge and spin), the calculation gives 0.0 kJ/mol. As for the multiplicity: 5. Its expectation value of S² is 6.081.

Atoms and positions in Å:
Rh 0.600 -1.014 0.415
Br -4.749 -2.751 4.906
C -3.404 -2.813 3.603
C -3.826 -3.011 2.283
C -2.917 -2.997 1.257
C -1.562 -2.679 1.460
O -0.764 -2.652 0.458
C -1.145 -2.460 2.889
C 0.172 -2.050 3.213
N 0.971 -1.432 2.392
C 2.124 -0.785 2.868
C 2.379 -0.458 4.219
C 3.572 0.222 4.467
C 4.483 0.577 3.442
C 4.226 0.309 2.090
C 5.042 0.568 0.972
C 4.644 0.245 -0.306
C 3.345 -0.227 -0.492
N 2.493 -0.494 0.564
C 2.962 -0.299 1.831
C -2.063 -2.606 3.909
H -4.890 -3.100 2.076
H -3.265 -3.204 0.226
H 0.552 -2.227 4.237
H 1.645 -0.668 4.989
H 3.847 0.546 5.464
H 5.367 1.091 3.744
H 5.996 1.064 1.163
H 5.308 0.362 -1.140
H 2.962 -0.396 -1.487
H -1.785 -2.490 4.969
C -2.501 3.433 -1.618
Si -1.957 2.582 -3.202
C -0.633 3.623 -4.033
C -3.458 2.218 -4.210
C -1.126 0.921 -2.825
C -0.832 0.101 -3.905
C -0.145 -1.110 -3.776
C 0.336 -1.484 -2.532
N 0.141 -0.669 -1.469
C -0.665 0.406 -1.511
S -0.942 1.004 0.068
H -3.118 4.279 -1.881
H -1.674 3.740 -0.995
H -3.110 2.729 -1.011
H -1.020 4.599 -4.338
H -0.235 3.083 -4.952
H 0.174 3.753 -3.301
H -4.082 3.110 -4.453
H -4.050 1.457 -3.697
H -3.193 1.767 -5.170
H -1.205 0.409 -4.881
H 0.100 -1.711 -4.668
H 0.875 -2.412 -2.320

Record 3
The following is a DFT calculation (ωB97M-V with the def2-TZVPD basis set) of 2 unconnected molecules or ions with the total composition C6H12O.

The value obtained for the HOMO energy is -9.19 eV. The HOMO-LUMO gap comes out at 10.02 eV. The LUMO energy is 0.83 eV. For the energy relative to the best compared isomer or geometry (same formula, charge and spin), the calculation gives 212.9 kJ/mol. As for the multiplicity: 1. Its SMILES is C=CCC(=C)C.O.

Atoms and positions in Å:
C 0.959 2.172 1.019
C 0.048 1.244 0.823
C 0.081 -0.215 1.170
C 0.348 -1.045 -0.066
C -0.049 -0.762 -1.296
C 1.250 -2.232 0.115
H 1.820 2.148 1.701
H 1.045 3.224 0.748
H -0.831 1.555 0.257
H -0.904 -0.504 1.547
H 0.779 -0.413 1.985
H -0.072 -1.437 -2.142
H -0.575 0.152 -1.529
H 1.232 -2.849 -0.782
H 0.990 -2.921 0.928
H 2.270 -1.944 0.382
O -2.929 0.965 -1.466
H -3.287 1.848 -1.335
H -2.177 1.014 -2.059

Record 4
The following is a DFT calculation (ωB97M-V with the def2-TZVPD basis set) of a single C5H7N molecule.

The value obtained for the HOMO energy is -9.02 eV. The HOMO-LUMO gap comes out at 9.90 eV. The LUMO energy is 0.89 eV. For the energy relative to the best compared isomer or geometry (same formula, charge and spin), the calculation gives 375.7 kJ/mol. As for the multiplicity: 1. Its SMILES is N#CC1CCC1.

Atoms and positions in Å:
N 2.418 -0.092 1.560
C 1.733 -0.202 0.632
C 0.805 -0.325 -0.517
C -0.513 -0.956 -0.059
C -1.117 0.351 0.418
C 0.143 1.019 -0.814
H 1.322 -0.857 -1.325
H -1.031 -1.316 -0.954
H -0.457 -1.749 0.681
H -2.227 0.401 0.343
H -0.792 0.739 1.368
H 0.676 1.889 -0.442
H -0.961 1.098 -0.890

Record 5
The following is a DFT calculation (ωB97M-V with the def2-TZVPD basis set) of a gas-phase ion, C5H10NO2 (charge +1).

The total charge is +1. The value obtained for the HOMO energy is -14.93 eV. The HOMO-LUMO gap comes out at 9.93 eV. The LUMO energy is -4.99 eV. For the energy relative to the best compared isomer or geometry (same formula, charge and spin), the calculation gives 248.4 kJ/mol. As for the multiplicity: 1. Its SMILES is C=[N+](C)CC(=O)OC.

Atoms and positions in Å:
C -0.451 0.945 2.018
N -0.607 -0.050 1.266
C -0.260 -1.387 1.785
C -1.034 0.046 -0.052
C 0.206 0.535 -0.864
O 1.075 1.190 -0.349
O 0.268 0.165 -2.099
C 1.267 0.688 -2.882
H -0.591 2.015 1.821
H -0.035 0.892 3.014
H -0.768 -2.045 1.222
H -0.527 -1.415 2.870
H 0.884 -1.506 1.932
H -1.227 -0.944 -0.542
H -1.844 0.854 -0.122
H 2.185 0.646 -2.406
H 1.081 1.675 -3.411
H 1.398 0.126 -3.889

Record 6
The following is a DFT calculation (ωB97M-V with the def2-TZVPD basis set) of a molecular structure, C23H26MoN6O8S2.

The value obtained for the HOMO energy (spin up / spin down) is -7.96 / -8.24 eV. The HOMO-LUMO gap (spin up / spin down) comes out at 6.62 / 7.20 eV. The LUMO energy (spin up / spin down) is -1.34 / -1.05 eV. For the energy relative to the best compared isomer or geometry (same formula, charge and spin), the calculation gives 96.8 kJ/mol. As for the multiplicity: 3. Its expectation value of S² is 2.020.

Atoms and positions in Å:
Mo -0.309 -1.013 -0.716
N 0.467 -4.773 1.217
C 0.019 -3.875 0.307
S 1.211 -2.949 -0.577
N -1.263 -3.759 0.148
N -1.530 -2.786 -0.808
C -2.507 -3.055 -1.609
C -2.907 -2.233 -2.721
C -4.054 -2.580 -3.441
C -4.452 -1.839 -4.537
C -3.693 -0.740 -4.929
C -2.548 -0.379 -4.243
C -2.142 -1.123 -3.131
O -1.042 -0.757 -2.483
H 1.448 -4.989 1.241
H -0.187 -5.449 1.574
H -3.040 -3.989 -1.436
H -4.629 -3.440 -3.128
H -5.340 -2.112 -5.086
H -4.002 -0.155 -5.785
H -1.949 0.468 -4.549
C 2.250 0.923 -3.503
C 2.481 0.700 -2.012
C 3.891 1.101 -1.594
O 2.249 -0.679 -1.768
C 1.442 1.532 -1.242
O 1.561 2.741 -1.139
O 0.440 0.872 -0.770
H 2.951 0.314 -4.071
H 2.396 1.972 -3.749
H 1.237 0.628 -3.778
H 4.617 0.562 -2.202
H 4.055 0.865 -0.544
H 4.026 2.170 -1.732
H 2.633 -0.871 -0.895
O -0.087 -0.998 1.220
C 0.101 -0.935 2.472
C 1.250 -0.480 3.114
C 1.187 -0.414 4.535
C 2.241 0.076 5.241
C 3.429 0.522 4.589
C 3.531 0.453 3.245
C 2.466 -0.088 2.402
O 2.595 -0.195 1.172
N 2.153 0.165 6.683
O 1.128 -0.212 7.220
O 3.114 0.626 7.276
H -0.742 -1.265 3.096
H 0.297 -0.737 5.057
H 4.231 0.913 5.196
H 4.421 0.789 2.731
C -1.593 1.956 2.437
N -1.738 2.413 1.081
C -1.313 3.751 0.687
C -1.547 3.766 -0.835
N -2.178 2.471 -1.053
C -2.163 1.710 0.041
S -2.679 0.083 0.058
H -2.170 2.589 3.113
H -0.540 1.991 2.731
H -1.960 0.933 2.502
H -0.260 3.894 0.942
H -1.907 4.502 1.216
H -0.605 3.819 -1.379
H -2.213 4.573 -1.141
H -2.226 2.027 -1.957

Record 7
The following is a DFT calculation (ωB97M-V with the def2-TZVPD basis set) of a gas-phase ion, C3H4NO (charge +1).

The total charge is +1. The value obtained for the HOMO energy is -14.70 eV. The HOMO-LUMO gap comes out at 9.07 eV. The LUMO energy is -5.63 eV. For the energy relative to the best compared isomer or geometry (same formula, charge and spin), the calculation gives 104.7 kJ/mol. As for the multiplicity: 1. Its SMILES is C=[NH+]C=C=O.

Atoms and positions in Å:
C 0.344 0.898 0.069
N 0.088 -0.326 -0.151
C -1.147 -0.833 0.117
C -2.283 -0.164 0.066
O -3.248 0.401 -0.043
H -0.393 1.526 0.350
H 1.228 1.449 -0.034
H 0.932 -0.889 -0.444
H -1.181 -1.938 -0.088

Record 8
The following is a DFT calculation (ωB97M-V with the def2-TZVPD basis set) of a molecular structure, C3H6N2S2.

The value obtained for the HOMO energy is -8.51 eV. The HOMO-LUMO gap comes out at 8.11 eV. The LUMO energy is -0.40 eV. For the energy relative to the best compared isomer or geometry (same formula, charge and spin), the calculation gives 427.7 kJ/mol. As for the multiplicity: 1.

Atoms and positions in Å:
C 1.859 0.933 -0.128
C -0.439 0.019 -0.083
C -2.580 -0.209 -0.041
H 2.701 0.916 -0.775
H 1.356 1.791 -0.369
H 2.265 1.179 1.061
H 0.694 -2.921 0.476
H -0.801 1.044 0.052
H -2.407 0.868 0.603
N 0.936 -0.205 -0.261
N -1.345 -0.872 -0.338
S 1.833 -1.739 -0.080
S -4.073 -0.804 -0.115

Record 9
The following is a DFT calculation (ωB97M-V with the def2-TZVPD basis set) of a single C17H17NO2S molecule.

The value obtained for the HOMO energy is -8.54 eV. The HOMO-LUMO gap comes out at 8.57 eV. The LUMO energy is 0.03 eV. For the energy relative to the best compared isomer or geometry (same formula, charge and spin), the calculation gives 155.3 kJ/mol. As for the multiplicity: 1. Its SMILES is CC(C)(O)C#Cc1ccc(C(=O)NCc2ccccc2)s1.

Atoms and positions in Å:
C -6.397 -2.050 0.296
C -6.109 -0.553 0.142
C -6.547 0.223 1.394
O -6.833 -0.116 -1.000
C -4.675 -0.349 -0.058
C -3.513 -0.134 -0.294
C -2.153 0.098 -0.516
C -1.449 -0.137 -1.673
C -0.097 0.209 -1.563
C 0.230 0.708 -0.326
C 1.496 1.189 0.241
O 1.561 1.615 1.381
N 2.563 1.151 -0.596
C 3.899 1.489 -0.150
C 4.752 0.256 0.000
C 4.409 -0.701 0.948
C 5.160 -1.855 1.081
C 6.262 -2.063 0.268
C 6.609 -1.115 -0.678
C 5.854 0.038 -0.814
S -1.140 0.758 0.728
H -5.849 -2.454 1.143
H -7.463 -2.195 0.446
H -6.097 -2.571 -0.609
H -6.023 -0.149 2.270
H -7.618 0.103 1.538
H -6.322 1.283 1.281
H -6.658 0.820 -1.142
H -1.900 -0.544 -2.560
H 0.600 0.091 -2.374
H 2.480 0.695 -1.489
H 4.351 2.187 -0.862
H 3.776 1.988 0.816
H 3.552 -0.531 1.584
H 4.887 -2.592 1.822
H 6.850 -2.963 0.373
H 7.468 -1.272 -1.313
H 6.128 0.777 -1.555

Record 10
The following is a DFT calculation (ωB97M-V with the def2-TZVPD basis set) of a single C4H5N5 molecule.

The value obtained for the HOMO energy is -8.75 eV. The HOMO-LUMO gap comes out at 8.11 eV. The LUMO energy is -0.64 eV. For the energy relative to the best compared isomer or geometry (same formula, charge and spin), the calculation gives 427.9 kJ/mol. As for the multiplicity: 1. Its SMILES is [H]/N=c1/ncnncc1N.

Atoms and positions in Å:
H -1.817 -1.177 -1.092
N -0.951 -1.780 -1.000
C -0.210 -1.050 -0.321
N 0.805 -1.633 0.414
C 1.904 -0.948 0.527
N 2.366 0.181 -0.381
N 1.586 1.179 -0.617
C 0.271 1.413 -0.148
C -0.559 0.385 0.112
N -1.872 0.626 0.399
H 2.812 -1.277 1.077
H 0.018 2.424 -0.388
H -2.063 1.733 0.074
H -2.289 -0.074 1.344

Record 11
The following is a DFT calculation (ωB97M-V with the def2-TZVPD basis set) of a molecular structure, C20H28BrClN2O2Yb.

The total charge is -1. The value obtained for the HOMO energy (spin up / spin down) is -3.28 / -3.52 eV. The HOMO-LUMO gap (spin up / spin down) comes out at 6.22 / 6.46 eV. The LUMO energy (spin up / spin down) is 2.94 / 2.94 eV. As for the multiplicity: 2. Its expectation value of S² is 0.752.

Atoms and positions in Å:
Yb 0.000 0.000 0.000
Cl 2.037 -0.046 -1.374
N 0.238 2.049 0.018
N 0.173 -2.054 0.040
C -0.259 2.826 -0.865
C -0.319 -2.824 -0.853
C 1.191 2.868 0.855
C 1.466 4.009 -0.123
C 2.457 2.146 1.252
C 0.429 3.386 2.070
H 2.957 1.723 0.387
H 2.233 1.346 1.949
H 3.127 2.849 1.747
H -0.437 3.973 1.766
H 1.083 4.023 2.665
H 0.089 2.560 2.683
C 1.083 -2.890 0.908
C 1.347 -4.052 -0.049
C 0.282 -3.368 2.113
C 2.365 -2.203 1.317
H 2.883 -1.795 0.456
H 3.011 -2.925 1.817
H 2.159 -1.397 2.013
H -0.595 -3.933 1.799
H -0.045 -2.525 2.710
H 0.904 -4.017 2.729
O 0.181 -4.068 -0.922
H 1.414 -5.015 0.445
H 2.221 -3.881 -0.677
O 0.275 4.054 -0.962
H 2.316 3.803 -0.774
H 1.578 4.976 0.356
C -1.402 2.510 -1.735
C -1.426 -2.493 -1.763
C -1.300 -1.192 -2.509
H -2.332 -2.446 -1.150
H -1.556 -3.326 -2.441
C -1.012 0.008 -1.852
C -1.292 1.217 -2.498
H -1.543 0.019 0.232
C -1.609 1.232 -3.863
C -1.716 0.024 -4.533
C -1.849 2.504 -4.624
C -1.617 -1.190 -3.875
H -1.935 0.030 -5.593
C -1.866 -2.453 -4.648
H -1.987 -2.231 -5.705
H -2.772 -2.966 -4.322
H -1.042 -3.162 -4.559
H -2.755 3.017 -4.298
H -1.968 2.292 -5.684
H -1.024 3.208 -4.525
H -1.560 3.350 -2.399
H -2.283 2.449 -1.088
Br 0.066 0.020 2.739

Record 12
The following is a DFT calculation (ωB97M-V with the def2-TZVPD basis set) of 2 unconnected molecules or ions with the total composition C3H7NO2.

The value obtained for the HOMO energy (spin up / spin down) is -7.87 / -7.87 eV. The HOMO-LUMO gap (spin up / spin down) comes out at 8.17 / 8.17 eV. The LUMO energy (spin up / spin down) is 0.30 / 0.30 eV. For the energy relative to the best compared isomer or geometry (same formula, charge and spin), the calculation gives 399.3 kJ/mol. As for the multiplicity: 1.

Atoms and positions in Å:
C -1.123 0.823 0.027
N 1.698 0.027 0.480
C -0.149 0.798 -0.920
C 1.040 0.090 -0.679
O -0.836 0.822 1.354
O -0.734 -1.494 -0.258
H -1.487 0.269 1.804
H -0.904 -2.410 0.012
H -2.164 0.969 -0.239
H 1.174 0.264 1.312
H 2.397 -0.690 0.584
H -0.473 0.866 -1.947
H 1.560 -0.331 -1.530

| no. | energy (a.u.) |
| --- | --- |
| 1 | -6077.915410 |
| 2 | -4539.237414 |
| 3 | -310.978189 |
| 4 | -249.330158 |
| 5 | -401.430406 |
| 6 | -2687.092865 |
| 7 | -246.352210 |
| 8 | -1023.640043 |
| 9 | -1261.390119 |
| 10 | -429.017992 |
| 11 | -5231.844893 |
| 12 | -323.628886 |